Density functional theory data (ωB97M-V with the def2-TZVPD basis set) for a gas-phase ion, C12H21FNO3 (charge +1) in a non-equilibrium geometry.

Results
Net charge ... +1
HOMO ... -13.23 eV
2S+1 ... 1
Orbital gap ... 8.20 eV

The geometry in XYZ format:
```
38
Properties=species:S:1:pos:R:3:forces:R:3
C 0.804135 -0.554113 3.275160 0.1940 -1.2937 -0.3250
C -0.078636 -0.841800 1.883967 1.8656 -0.4064 1.9107
F -0.811864 -2.127274 2.162984 1.2664 3.0198 -1.0561
C 1.026712 -1.064493 0.694231 -0.2685 0.1130 0.1617
C 0.493338 -0.745862 -0.822520 -1.6879 -0.1387 0.4742
C -0.209614 -2.108159 -1.414178 -0.0497 -1.3127 -0.5201
C -1.809222 -2.139817 -1.015795 -0.3947 2.1680 -1.1266
O -2.401803 -3.485182 -0.964813 -2.5802 1.9514 2.4914
C -3.723667 -3.258704 -0.291985 -3.9472 4.5916 -2.2167
O -4.536547 -2.216892 -0.599234 5.9482 -6.7630 1.9871
C -0.564034 0.477253 -1.092788 0.3574 1.6385 -1.1841
C 0.416671 1.732194 -1.603807 -0.3680 0.6721 -0.7269
C 0.277103 3.070644 -0.667802 -0.5538 -0.0484 0.7099
C 1.439729 3.245981 0.474730 -0.1162 1.4522 0.0093
O 1.065867 4.464305 1.266597 0.8435 -1.7738 0.1809
C 1.892491 1.101299 -1.937524 -3.0354 -3.5189 2.4169
N 1.766602 -0.216254 -1.489238 1.2991 2.9900 -2.4742
H 1.386794 -1.568856 3.496352 -1.3024 2.1594 -0.4132
H 0.112107 -0.333034 4.197971 1.3988 -0.2800 -2.0036
H 1.644734 0.258110 3.112334 -2.0161 -1.4067 0.3247
H -0.788438 0.077548 1.741723 0.9565 -2.2457 -0.0596
H 1.944839 -0.364503 0.923626 -1.9608 -1.2126 -0.3556
H 1.459241 -2.172331 0.682420 -1.1532 2.3394 0.2708
H -0.150725 -2.194315 -2.603280 0.0215 0.3510 2.6358
H 0.275553 -3.077300 -0.954463 -0.7567 1.9985 -0.9357
H -2.069027 -1.607428 -0.005560 0.9407 -0.9347 -1.8862
H -2.366851 -1.530627 -1.877433 1.1093 -1.3507 2.0060
H -4.136935 -4.015301 0.522188 1.5324 1.1618 -1.9812
H -1.295415 0.405787 -2.033629 1.8427 -0.8622 2.0361
H -1.340884 0.776618 -0.249170 2.2694 -0.6309 -1.4162
H 0.019334 2.055040 -2.657363 0.7984 -0.5608 1.8592
H -0.756751 2.958129 -0.081716 2.2833 0.2480 -1.3517
H 0.134665 3.999315 -1.375821 0.7373 -1.6889 1.6888
H 1.501851 2.351988 1.229404 -0.0423 1.3411 -1.7848
H 2.468225 3.520374 -0.036866 -1.8654 -1.0347 0.9755
H 1.503893 4.439325 2.168673 -0.6672 -0.1414 -1.7316
H 2.846123 1.573697 -2.465375 -2.1370 -1.3313 1.3727
H 2.560408 -0.885364 -1.591998 -0.7618 0.7405 0.0372
```
Positions in Å, forces in eV/Å.

natural (NBO) atomic charge list, values in e, 6 entries:
1 C -0.661
2 C 0.196
3 F -0.389
4 C -0.472
5 C 0.130
6 C -0.446

---

Density functional theory data (ωB97M-V with the def2-TZVPD basis set) for a molecular structure, C35H46AsBiF4N6 in a non-equilibrium geometry.

Results
Energy relative to the best compared isomer or geometry (same formula, charge and spin) ... 5.0 kcal per mole
HOMO ... -5.98 eV
2S+1 ... 1
Orbital gap ... 5.45 eV

The geometry in XYZ format:
```
93
Properties=species:S:1:pos:R:3:forces:R:3
Bi -0.022919 0.535603 -0.017132 1.2568 -0.6406 -0.5911
C 1.718619 2.235698 3.339877 -1.2985 -0.0058 -0.2617
C 2.556069 3.135859 2.416150 0.4511 -0.2997 0.3976
C 2.539788 2.668971 0.963097 -0.1012 0.9965 -1.5992
N 1.189322 2.569576 0.366872 -0.3617 0.1659 1.0534
C 0.481370 3.686021 0.271864 0.7849 -0.7649 0.5802
C 1.095943 4.963301 0.174964 -0.8298 0.1300 0.5935
C 0.588527 6.200883 0.509440 0.2396 0.2952 -0.6847
C -0.684988 6.538111 0.968957 -0.0515 -0.3764 0.3514
C -1.732755 5.661523 1.190795 -0.4916 1.0336 0.7723
C -1.869042 4.363152 0.749243 -1.2891 -0.8033 -1.0243
C -0.971021 3.491980 0.123223 0.6860 0.7200 0.0462
N -1.258216 2.384142 -0.533271 -0.4896 -0.1879 -0.9253
C -2.474111 2.339519 -1.348465 -0.7263 -0.0016 0.9581
C -3.578833 1.505183 -0.675548 0.4016 0.5443 -0.9969
C -3.243988 0.024091 -0.565149 -0.5558 1.1865 1.2452
N -2.160993 -0.155015 0.418043 -0.9521 -0.6915 0.3028
C -2.446970 -0.476646 1.668251 1.0231 -0.3446 -0.6437
C -3.726656 -0.354168 2.262700 -0.2168 -0.6463 -0.1325
C -4.314506 -1.208556 3.191004 -0.1074 1.3466 -0.7515
C -3.773837 -2.319124 3.812238 0.1527 -0.9881 -0.0323
C -2.424800 -2.672227 3.846566 0.0427 0.1480 -0.0342
C -1.311406 -1.934648 3.405643 -0.3272 0.5047 -0.2829
C -1.248326 -0.868920 2.474241 -0.0798 0.6429 0.4083
N -0.125034 -0.156485 2.223060 -0.6115 0.1573 0.1651
C 0.904354 -0.254518 3.285613 0.2305 -0.2757 -1.0127
C 2.066187 0.732778 3.263299 0.9491 0.0183 0.7603
H 0.635130 2.382985 3.116361 0.5832 -0.1852 -0.1028
H 1.796932 2.567193 4.369218 0.2300 0.1959 0.1878
H 3.607045 2.989319 2.734948 -0.2907 0.5245 -0.0764
H 2.268657 4.210214 2.514645 0.2480 -0.8491 -0.0381
H 3.045524 1.708973 0.873826 -0.1264 -0.0210 -0.1594
H 3.096249 3.381382 0.295778 0.0716 -0.6789 0.8398
H 2.104334 4.917405 -0.176532 0.4794 0.1612 -0.0364
H 1.291845 7.040539 0.387666 -0.3898 -0.4096 -0.0122
H -0.885713 7.573501 1.155267 0.1072 0.3820 0.3941
H -2.601696 6.057262 1.793539 0.8737 -0.3131 -1.0784
H -2.917135 4.000895 0.728288 0.7596 0.0505 0.4081
H -2.275463 1.948672 -2.362820 0.2259 0.0317 0.4240
H -2.845309 3.370374 -1.461119 0.1391 -0.2232 -0.1418
H -4.492724 1.631767 -1.241336 -0.3267 -0.0852 -0.3900
H -3.802631 1.933482 0.295760 0.1431 -0.0651 0.3613
H -2.983565 -0.395338 -1.533979 0.2078 -0.1647 0.0192
H -4.200243 -0.387387 -0.210397 0.5556 -0.7500 -0.0898
H -4.372058 0.365646 1.752602 0.1016 -0.1879 0.4177
H -5.365109 -0.952571 3.362242 0.2587 -0.4220 0.1302
H -4.512568 -3.017375 4.214042 0.4393 0.2036 0.2265
H -2.169510 -3.633013 4.319399 -0.2095 0.5634 -0.0318
H -0.335068 -2.239886 3.763645 -0.2137 -0.3514 -0.0881
H 1.325597 -1.258245 3.231750 0.2442 -0.0860 0.1166
H 0.381004 -0.175135 4.222466 -0.2513 0.1244 0.5931
H 2.718768 0.565289 2.400799 -0.2348 -0.2818 0.0164
H 2.725482 0.445572 4.158054 -0.8963 0.3947 -1.1749
C 2.126216 2.652097 -3.091675 -1.3387 0.1182 0.4224
N 1.267320 1.428779 -3.130138 -0.2872 1.4003 -0.6076
C 0.325047 1.590845 -4.273719 0.5234 -0.6756 0.0857
C 2.068417 0.190674 -3.148565 -0.6845 0.4100 -0.2826
C 1.186017 -1.046581 -2.909409 -0.0420 -0.8260 0.9109
N 1.354709 -1.665106 -1.601267 1.0725 0.2888 0.8815
C 2.399393 -2.459516 -1.352260 0.0666 -0.4992 -0.3190
C 2.781533 -2.768966 -0.010352 -0.2406 0.0734 0.0717
F 2.014118 -2.277617 0.999489 -0.1295 0.1837 0.1353
C 3.837644 -3.577952 0.306267 0.5311 -0.0518 -0.8339
F 4.114610 -3.895779 1.584672 -0.0213 0.4037 0.1795
C 4.680230 -4.094312 -0.686241 0.1355 -0.8087 0.9389
C 4.210369 -4.053411 -1.972177 0.0203 0.2035 -1.3388
F 4.768719 -4.772091 -3.002900 -0.0234 0.4496 0.9702
C 3.138100 -3.265525 -2.297722 -1.3514 0.6075 0.0441
F 2.534847 -3.397974 -3.523438 0.7029 -0.1456 0.0548
H 2.546086 2.896403 -4.076959 0.6129 -0.4061 0.1615
H 2.843346 2.586302 -2.256912 0.0159 -0.0925 -0.6447
H 1.499464 3.554617 -2.887900 0.1068 -0.7325 0.1176
H 0.878133 1.648038 -5.244281 -0.2799 0.0022 0.4476
H -0.289956 2.497262 -4.174224 0.3438 -0.1774 0.1818
H -0.363421 0.731544 -4.332609 0.3297 0.2588 0.0620
H 2.710945 0.323649 -2.282801 0.4797 -0.3658 -0.0644
H 2.671619 0.063952 -4.083695 -0.2538 0.2497 0.5141
H 1.310618 -1.753732 -3.709112 -0.0526 -0.1501 -0.5291
H 0.127952 -0.834965 -2.826765 -0.4749 0.8006 -0.8085
H 5.590552 -4.595877 -0.386844 -0.1331 -0.1705 -0.1637
C -0.736216 -5.115549 -2.713799 0.4496 0.1284 -0.8845
As -1.222245 -3.850318 -1.249348 0.0100 -0.2807 -0.8038
C -0.585909 -4.883579 0.310295 -0.0725 -0.4724 0.3470
C -3.067114 -4.490863 -1.294002 -1.4135 0.1180 0.7306
H -0.696264 -6.160212 -2.348242 0.0821 0.5551 -0.1489
H 0.240134 -4.804477 -3.154438 -0.5151 -0.4382 0.4766
H -1.460314 -5.079643 -3.575903 0.4500 0.1338 1.0349
H -0.372110 -4.168489 1.127802 -0.2509 -0.4215 -0.3029
H 0.366093 -5.440299 0.117711 -0.9032 0.3910 -0.0213
H -1.430065 -5.578451 0.586866 1.0891 0.5545 -0.0631
H -3.193559 -5.571674 -1.089864 0.2483 0.4378 -0.0743
H -3.492789 -4.295532 -2.295572 0.2271 0.0339 0.4474
H -3.691822 -3.933272 -0.539657 0.5138 -0.5088 -0.7011
```
Positions in Å, forces in eV/Å.

Mulliken atomic charge list, values in e, 6 entries:
1 Bi 2.539
2 C -0.571
3 C -0.795
4 C -1.505
5 N 0.038
6 C 0.665

---

Density functional theory data (ωB97M-V with the def2-TZVPD basis set) for a gas-phase ion, C5H10NO (charge +1) in a non-equilibrium geometry.

Results
Energy relative to the best compared isomer or geometry (same formula, charge and spin) ... 110.4 kcal per mole
Net charge ... +1
HOMO ... -16.14 eV
2S+1 ... 1
Orbital gap ... 9.17 eV

The geometry in XYZ format:
```
17
Properties=species:S:1:pos:R:3:forces:R:3
C 0.023026 -1.337214 0.107770 -0.3522 0.3083 -0.2485
C 1.604705 -1.214195 -0.077612 -0.8398 -2.1844 -1.2337
C 0.061883 0.235506 0.094421 -2.5575 -0.6647 -0.3941
C -0.575544 1.001269 1.257527 -0.2492 1.4339 0.5607
C -0.370023 0.863108 -1.286358 1.2501 0.0277 0.0850
N 1.471790 0.219494 -0.020563 3.3851 2.1737 0.8231
O 2.280503 1.122300 -0.076700 -1.9854 -2.4003 0.1268
H -0.418517 -1.775507 -0.815006 0.1109 0.4734 0.7784
H -0.546336 -1.765596 1.017561 1.7958 0.4558 -1.2516
H 2.143919 -1.651776 0.728107 0.8679 0.0882 0.8154
H 2.061332 -1.586094 -1.050686 -0.5855 0.5960 1.1108
H -0.379644 2.115797 1.283311 0.3040 -1.2600 -0.3175
H -0.322000 0.598936 2.247529 0.2026 -0.0372 -0.3901
H -1.679190 0.981058 1.199854 0.4852 -0.4784 -0.3192
H 0.399055 1.667296 -1.271290 -1.2826 0.2135 -1.0412
H -1.346837 1.189655 -0.987773 -0.5974 0.5091 -0.8697
H -0.339101 0.235074 -2.246289 0.0480 0.7453 1.7656
```
Positions in Å, forces in eV/Å.

natural (NBO) atomic charge list, values in e, 6 entries:
1 C -0.408
2 C -0.301
3 C 0.063
4 C -0.645
5 C -0.570
6 N 0.343

---

Density functional theory data (ωB97M-V with the def2-TZVPD basis set) for 2 unconnected molecules or ions with the total composition C11H12N2O2S in a non-equilibrium geometry.

Results
Energy relative to the best compared isomer or geometry (same formula, charge and spin) ... 120.2 kcal per mole
HOMO (alpha / beta) ... -7.89 / -7.89 eV
2S+1 ... 1
Orbital gap (alpha / beta) ... 7.83 / 7.83 eV

The geometry in XYZ format:
```
28
Properties=species:S:1:pos:R:3:forces:R:3
C -3.569090 -0.850032 1.106528 -2.0182 1.2486 1.6336
C -3.182343 0.432816 1.562693 -0.0280 -0.2893 0.6365
C -2.979818 -1.365806 0.003866 -1.2409 -3.3069 0.5151
C -2.166708 1.122784 0.896448 -0.1841 -0.0796 0.6666
C -1.915201 -0.756694 -0.528879 1.7843 0.5262 -3.3694
C -1.567049 0.544806 -0.228737 0.1143 0.0353 1.5467
C 1.169489 -0.073728 0.101107 -4.8576 0.7383 1.1851
C -1.155263 -1.383119 -1.710031 -3.6154 -1.9656 1.5145
C -0.392106 1.053371 -0.925023 2.7023 -1.2235 1.9766
C 4.098770 0.611506 1.083347 0.7801 1.0393 -0.1132
C 3.532829 -0.249241 0.022685 -0.3983 -2.4314 -1.7836
N -0.639223 -0.474707 -2.626877 1.6205 0.9781 -1.3159
N -0.207933 0.636921 -2.245132 -0.5186 -0.5669 -1.4246
O 0.880033 -0.697980 1.085262 0.6615 0.2192 -1.2090
O 2.219147 0.330812 -0.429697 3.2297 0.1644 -1.3796
S 0.073602 2.756736 -0.636081 -1.2869 0.2811 0.9031
H -4.422147 -1.418010 1.565001 1.0149 0.7875 -0.2332
H -3.598649 0.866520 2.506881 0.3110 -0.5028 -1.0652
H -3.302640 -2.409551 -0.296869 0.5628 1.3759 0.0332
H -1.761940 2.014928 1.386403 -0.2767 -0.0614 -0.6110
H -0.505938 -2.168827 -1.369239 1.6383 0.2537 0.4495
H -1.855050 -2.163115 -2.198019 0.5361 1.6596 0.0185
H 4.138370 1.734831 0.712663 -0.1721 -2.3230 0.9405
H 3.345272 0.430559 1.879259 1.1812 0.8056 0.3716
H 5.181016 0.253497 1.276108 -1.8837 0.6255 0.2112
H 3.285513 -1.357224 0.300988 0.5502 2.1159 -0.0159
H 4.170652 -0.329509 -0.893880 -0.7980 0.3910 0.5859
H 1.126397 2.907450 -1.400768 0.5913 -0.4948 -0.6676
```
Positions in Å, forces in eV/Å.

natural (NBO) atomic charge list, values in e, 6 entries:
1 C -0.195
2 C -0.211
3 C -0.209
4 C -0.187
5 C 0.000
6 C -0.126

---

Density functional theory data (ωB97M-V with the def2-TZVPD basis set) for C7H11N in the gas phase in a non-equilibrium geometry.

Results
Energy relative to the best compared isomer or geometry (same formula, charge and spin) ... 63.8 kcal per mole
HOMO ... -8.94 eV
2S+1 ... 1
Orbital gap ... 9.67 eV

The geometry in XYZ format:
```
19
Properties=species:S:1:pos:R:3:forces:R:3
C 0.636710 1.735958 -1.035763 0.3407 1.9201 -1.6041
C 0.448581 0.540570 1.175362 1.6113 -0.7992 1.5020
C 0.909515 0.568704 -0.310558 -2.3245 -2.4429 2.1588
C -0.634777 -0.032237 0.365205 2.7104 -0.4865 0.2266
C 1.865529 -0.516974 -0.865943 3.0938 3.0703 3.2058
C -0.698667 -1.524163 0.281617 0.2664 -2.3139 -0.7554
C -1.868450 0.718421 0.294413 -2.2803 0.6612 -3.6599
N 0.485151 2.677861 -1.706196 0.0024 -1.1921 1.0006
H 0.992875 -0.252436 1.852742 -0.7525 1.8448 -1.3882
H 0.289579 1.530581 1.680285 0.1392 -1.0924 -0.5737
H 2.647691 -0.906461 -0.087727 -1.8411 0.6210 -0.6384
H 2.600499 -0.004698 -1.483348 -0.5127 -0.2441 -0.9681
H 1.383656 -1.332608 -1.223763 -1.2459 -2.1925 -1.7635
H -1.124540 -1.919768 -0.692402 0.6475 0.8186 0.6168
H -1.443856 -2.013433 0.981570 1.1386 0.7982 -0.0974
H 0.362942 -2.000609 0.364471 -2.1762 0.6985 0.2676
H -2.722673 0.376206 0.854751 0.2832 -0.0221 1.3874
H -2.393452 0.566927 -0.700933 0.8815 -0.0140 0.3533
H -1.736313 1.788159 0.256218 0.0182 0.3669 0.7297
```
Positions in Å, forces in eV/Å.

natural (NBO) atomic charge list, values in e, 6 entries:
1 C 0.264
2 C -0.387
3 C -0.171
4 C 0.031
5 C -0.603
6 C -0.637